Computed, not measured: a molecular structure, C3H6O at a distorted geometry, with ωB97M-V/def2-TZVPD.

Positions of all 10 atoms, in Å:
C: -0.06721 1.03939 -0.45225
C: 0.57829 -0.29235 -0.74395
C: -0.55585 0.14351 0.82630
H: 0.67183 1.84706 -0.33485
H: -0.77274 1.35574 -1.09186
H: 0.44830 -1.03015 -1.57390
H: 1.64474 -0.06412 -0.35823
H: 0.14650 0.47240 1.72195
H: -1.59102 0.11335 1.13171
O: -0.03487 -1.00470 0.34057

Force components x, y, z for each atom (eV/Å):
0.916 -1.699 2.532
2.842 -1.664 0.855
2.081 4.210 2.346
-0.462 -0.385 0.435
-2.859 0.971 -2.154
0.610 1.580 -0.221
-0.859 -1.175 -1.475
-1.736 -0.241 -1.099
-0.334 0.088 -0.030
-0.200 -1.686 -1.189

Its energy is -193.05143 Ha. As for the frontier orbital gap: 10.5 eV. Its energy relative to the best compared isomer or geometry (same formula, charge and spin) is 241.0 kJ/mol. As for the largest force on an atom: 0.102 Eh/bohr.